1.
Computed, not measured: a structure of composition C6H10O, with ωB97M-V/def2-TZVPD.

The calculation puts the total energy at -8426.526 eV. The value obtained for the energy relative to the best compared isomer or geometry (same formula, charge and spin) is 454.9 kJ/mol. Its highest occupied orbital energy is -0.341 hartree.

Cartesian coordinates (Å):
O  -1.05  -0.71  -1.79
C  0.29  -0.84  1.67
C  -1.07  -0.24  -0.46
C  0.22  -0.34  0.24
C  1.26  -1.33  0.62
C  -0.01  0.84  -0.69
C  -0.26  0.43  -2.15
H  2.24  -0.88  0.73
H  -0.17  1.84  1.68
H  1.25  -2.35  0.26
H  -0.53  2.35  1.27
H  0.54  0.23  -2.88
H  0.65  -0.31  2.55
H  0.13  1.88  -0.44
H  -0.95  1.17  -2.59
H  -2.02  -0.18  0.06
H  -0.52  -1.54  1.91

2.
Computed, not measured: the molecule C14H21N3O4S, with ωB97M-V/def2-TZVPD.

The calculation puts the total energy at -38354.209 eV. The value obtained for the energy relative to the best compared isomer or geometry (same formula, charge and spin) is 121.2 kJ/mol. Its SMILES is CCOc1ccc(NC(=O)N2CCN(S(C)(=O)=O)CC2)cc1. Its highest occupied orbital energy is -0.287 hartree.

Cartesian coordinates (Å):
S  6.00  0.42  0.04
O  -6.05  -0.21  -0.75
O  6.56  0.70  -1.24
O  0.13  1.42  -1.84
O  6.00  1.45  1.04
N  4.44  -0.20  -0.16
N  -0.53  0.09  -0.10
N  1.69  0.70  -0.38
C  -4.04  -0.80  0.53
C  2.12  -0.18  0.69
C  -7.13  0.04  1.43
C  2.74  1.21  -1.24
C  3.80  0.13  -1.43
C  0.39  0.77  -0.85
C  -2.59  0.67  -1.33
C  6.83  -1.04  0.72
C  3.60  0.04  1.00
C  -6.90  -0.82  0.19
C  -4.70  -0.17  -0.51
C  -1.92  0.04  -0.28
C  -2.66  -0.69  0.64
C  -3.95  0.57  -1.44
H  2.28  1.49  -2.18
H  -4.48  1.05  -2.24
H  3.75  1.06  1.38
H  -2.02  1.24  -2.05
H  -7.84  -0.45  2.10
H  1.56  0.03  1.61
H  3.34  -0.77  -1.84
H  7.88  -0.79  0.83
H  6.69  -1.84  0.02
H  -7.54  1.00  1.14
H  -6.53  -1.81  0.47
H  -0.21  -0.42  0.70
H  -6.20  0.21  1.96
H  6.40  -1.26  1.69
H  4.58  0.47  -2.11
H  -7.85  -0.95  -0.35
H  -2.16  -1.19  1.46
H  3.20  2.10  -0.79
H  -4.57  -1.38  1.27
H  1.97  -1.24  0.42
H  3.91  -0.66  1.78

3.
Computed, not measured: the molecule CH4BrNO2S in a non-equilibrium geometry, with ωB97M-V/def2-TZVPD.

The calculation puts the total energy at -87563.992 eV. The value obtained for the energy relative to the best compared isomer or geometry (same formula, charge and spin) is 0.0 kJ/mol. Its SMILES is NS(=O)(=O)CBr. Its highest occupied orbital energy is -0.392 hartree.

Cartesian coordinates (Å):
Br  3.59  -0.28  0.01
S  0.85  1.19  -0.09
O  1.13  1.90  1.11
O  1.19  1.76  -1.35
N  -0.75  0.72  -0.09
C  1.52  -0.47  0.01
H  -1.21  0.85  -0.98
H  -1.30  1.12  0.65
H  1.27  -0.95  0.95
H  1.28  -1.05  -0.87